Record 1
7
Properties=species:S:1:pos:R:3:nbo_charge:R:1 method="wB97M-V/def2-TZVPD" e_above_lowest_kj_mol=620.4 total_energy_ev=-76906.283 gap_ev="7.02 / 7.02" lumo_energy_ev="-1.26 / -1.26"
C 0.14 -0.25 -0.33 -0.58
C 0.58 -1.12 -1.14 0.71
O -2.07 -1.62 -1.46 -0.95
F 0.82 -2.13 -1.82 -0.19
Br -2.79 -0.73 -0.28 0.55
H 0.63 0.47 0.15 0.25
H -1.04 -0.09 -0.01 0.22

Record 2
49
Properties=species:S:1:pos:R:3:nbo_charge:R:1 method="wB97M-V/def2-TZVPD" e_above_lowest_kj_mol=167.2 total_energy_ev=-34778.943 gap_ev=9.17 smiles="CCOC(=O)c1ccc(NC(=O)CCc2nc(-c3ccc(C)cc3)no2)cc1" lumo_energy_ev=0.46
C 5.91 3.66 -1.19 -0.62
C 5.98 2.63 -0.08 -0.07
H 5.85 3.09 0.90 0.19
H 6.94 2.10 -0.08 0.19
O 4.93 1.68 -0.28 -0.51
C 4.87 0.67 0.59 0.78
O 5.65 0.55 1.51 -0.60
C 3.77 -0.27 0.31 -0.19
C 3.61 -1.38 1.14 -0.13
C 2.60 -2.30 0.91 -0.28
C 1.73 -2.11 -0.16 0.25
C 1.88 -0.99 -0.99 -0.26
C 2.89 -0.08 -0.76 -0.16
H 3.01 0.78 -1.40 0.23
H 1.20 -0.84 -1.82 0.21
N 0.69 -2.99 -0.47 -0.63
C 0.24 -4.06 0.25 0.68
O 0.70 -4.44 1.29 -0.60
C -0.98 -4.73 -0.39 -0.49
H -0.95 -5.79 -0.12 0.25
H -0.96 -4.63 -1.48 0.22
C -2.27 -4.13 0.17 -0.46
C -2.47 -2.71 -0.23 0.54
N -3.11 -1.79 0.42 -0.49
C -3.00 -0.69 -0.40 0.30
N -2.32 -0.94 -1.49 -0.16
O -1.97 -2.26 -1.39 -0.31
C -3.59 0.59 -0.07 -0.05
C -4.30 0.74 1.12 -0.17
C -4.87 1.96 1.43 -0.22
C -4.74 3.05 0.57 0.01
C -4.02 2.88 -0.61 -0.21
C -3.45 1.67 -0.94 -0.18
H -2.90 1.54 -1.85 0.23
H -3.92 3.72 -1.29 0.21
C -5.38 4.36 0.90 -0.63
H -6.41 4.36 0.56 0.22
H -5.38 4.52 1.98 0.22
H -4.86 5.18 0.42 0.22
H -5.42 2.07 2.35 0.21
H -4.39 -0.10 1.78 0.23
H -3.13 -4.70 -0.18 0.24
H -2.27 -4.17 1.26 0.26
H 0.18 -2.75 -1.31 0.41
H 2.47 -3.15 1.55 0.26
H 4.29 -1.52 1.96 0.24
H 6.70 4.39 -1.06 0.22
H 6.03 3.18 -2.16 0.21
H 4.95 4.17 -1.17 0.21